C22H27N3O3 in the gas phase, computed with ωB97M-V/def2-TZVPD.

Results
DFT total energy: -1244.5664 Ha
Largest force on an atom: 0.57 eV/A
Gap between HOMO and LUMO: 9.094 eV
Energy above the lowest of the compared OMol25 structures with the same formula, charge and spin: 1.8749 eV

Atoms and positions in Å:
C -2.67057 -1.03782 1.00858
H 0.51754 0.59065 -1.88046
O -1.44420 3.62108 -0.70480
H -3.19535 2.32459 0.24143
O 1.06381 -0.20478 1.07873
H 4.43913 2.19145 -1.38458
C -2.31647 -2.73562 -0.66779
H -0.83702 0.61917 0.01128
H -4.21901 0.42523 1.40911
H -2.93825 -3.39395 -0.03979
H -0.24180 0.62405 3.19082
C 3.32140 -1.04134 0.64936
C -2.84079 1.30512 0.05071
C 1.94408 -1.08686 0.50336
H -4.54476 1.19452 -1.28346
O -0.52664 -4.32098 -0.41224
H 3.49702 4.15566 -0.22400
C 3.54976 -3.04251 -0.66310
C -0.83550 2.57672 -0.57188
H -2.66508 0.80528 2.14454
C 2.17695 -3.08508 -0.83882
C -0.85576 -3.15891 -0.48745
C 2.84410 3.37098 -0.57735
C 3.37287 2.26946 -1.23103
H 3.78756 -0.25282 1.21792
C 1.37195 -2.10984 -0.27392
H 0.78971 2.01802 3.53519
H -1.69756 -1.20804 1.47870
H -0.16410 1.97545 2.04899
C 0.40934 1.37370 2.74775
C 2.53316 1.27173 -1.69859
C 1.47881 3.46695 -0.37681
N -1.41621 1.42342 -0.16886
H 1.71430 -3.87814 -1.40258
H 1.05007 4.32148 0.12511
H -3.67879 -1.17615 -2.15598
H 4.17088 -3.80695 -1.10311
C 4.11744 -2.01513 0.06459
N -2.54286 -1.32578 -0.41605
C 1.57542 0.69855 2.04378
H -0.47632 -1.19734 -0.45372
C -3.14025 0.40676 1.24810
H -2.97931 1.05399 -2.07665
H -4.62814 -1.06133 -0.66658
C -3.55184 0.75338 -1.19876
H 2.20816 1.44935 1.55307
N -0.01503 -2.09935 -0.46568
C 0.63458 2.45304 -0.81558
H 2.94293 0.41903 -2.21970
H -2.56342 -2.95771 -1.71038
H 2.17975 0.14642 2.77542
C 1.16814 1.36136 -1.49226
H 5.18810 -1.96507 0.19245
H -3.38621 -1.73179 1.48442
C -3.67575 -0.77329 -1.14145

Cartesian forces, eV/Å:
0.0 0.0 0.3
-0.1 -0.1 0.0
-0.1 0.3 0.0
0.1 -0.2 0.0
-0.1 -0.5 -0.3
0.1 0.0 0.0
0.0 -0.1 0.0
0.1 0.2 0.0
0.0 0.0 0.0
0.1 0.0 -0.1
-0.1 -0.1 0.1
-0.1 0.2 0.1
-0.3 0.2 -0.1
-0.1 -0.2 0.0
-0.1 0.0 0.0
0.0 -0.3 0.0
0.0 0.1 0.0
0.1 0.0 0.0
0.1 -0.2 0.1
-0.1 0.0 0.0
0.0 0.1 0.0
-0.3 0.1 0.0
0.0 0.0 0.0
0.0 0.0 0.0
0.0 0.1 0.1
0.2 0.0 0.1
0.0 0.1 0.1
0.0 0.0 0.0
-0.1 0.1 0.0
0.3 -0.2 -0.3
0.1 0.0 -0.1
-0.2 0.0 0.0
0.0 -0.3 0.1
-0.1 -0.1 0.0
-0.1 0.1 0.0
0.0 0.0 0.1
0.1 -0.1 0.0
0.0 -0.1 0.0
-0.1 -0.1 -0.1
0.1 0.4 0.4
0.0 -0.3 -0.1
0.1 0.1 -0.1
0.0 0.0 0.0
0.0 -0.1 0.0
-0.1 -0.1 0.1
0.0 -0.1 0.0
0.1 0.6 0.1
0.2 0.1 -0.1
0.0 -0.1 0.0
0.0 0.0 0.1
0.0 0.0 -0.1
0.0 0.2 0.0
0.1 0.0 0.0
0.1 0.0 -0.1
-0.1 0.2 -0.2

Per-atom natural (NBO) charges, elementary charge units: number 1, C, carries -0.234; number 2, H, carries 0.216; number 3, O, carries -0.622; number 4, H, carries 0.242; number 5, O, carries -0.547; number 6, H, carries 0.216; number 7, C, carries -0.307; number 8, H, carries 0.410; number 9, H, carries 0.214; number 10, H, carries 0.203; number 11, H, carries 0.209; number 12, C, carries -0.302; number 13, C, carries -0.042; number 14, C, carries 0.360; number 15, H, carries 0.213; number 16, O, carries -0.609; number 17, H, carries 0.216; number 18, C, carries -0.229; number 19, C, carries 0.663; number 20, H, carries 0.225; number 21, C, carries -0.192; number 22, C, carries 0.678; number 23, C, carries -0.235; number 24, C, carries -0.210; number 25, H, carries 0.223; number 26, C, carries 0.070; number 27, H, carries 0.220; number 28, H, carries 0.205; number 29, H, carries 0.218; number 30, C, carries -0.625; number 31, C, carries -0.200; number 32, C, carries -0.138; number 33, N, carries -0.634; number 34, H, carries 0.240; number 35, H, carries 0.223; number 36, H, carries 0.208; number 37, H, carries 0.216; number 38, C, carries -0.208; number 39, N, carries -0.474; number 40, C, carries -0.067; number 41, H, carries 0.422; number 42, C, carries -0.424; number 43, H, carries 0.218; number 44, H, carries 0.166; number 45, C, carries -0.412; number 46, H, carries 0.186; number 47, N, carries -0.628; number 48, C, carries -0.145; number 49, H, carries 0.223; number 50, H, carries 0.227; number 51, H, carries 0.179; number 52, C, carries -0.203; number 53, H, carries 0.214; number 54, H, carries 0.180; number 55, C, carries -0.216

***

C22H27N5O2 in the gas phase, computed with ωB97M-V/def2-TZVPD.

Results
DFT total energy: -1278.8020 Ha
Largest force on an atom: 0.83 eV/A
Gap between HOMO and LUMO: 8.333 eV
Energy above the lowest of the compared OMol25 structures with the same formula, charge and spin: 1.6541 eV

Atoms and positions in Å:
H -3.11097 -2.26943 -0.73019
C 0.74741 -0.59233 0.70761
O -3.28449 0.09012 3.84060
H -2.38095 -1.64051 -5.84060
C -1.59839 -0.63532 1.62518
C -1.41264 1.20758 4.87330
H -1.41570 2.78381 3.35964
H 3.61340 -1.88970 -0.71250
C -1.82815 0.31810 -5.18219
C 2.11679 -0.02652 -2.93962
N -0.64747 -0.96972 0.71518
H 1.10759 -0.54965 1.74547
H 1.39073 1.96181 -3.04783
H -0.39540 -2.75272 -4.88067
H 2.55109 2.09502 -0.52106
N 1.25012 0.99008 -3.26722
H 4.12297 -0.47361 -2.42618
H 1.06020 3.00271 5.03400
C -0.96334 2.58055 4.32987
H 0.38833 1.54724 0.61709
C -2.79852 -1.14040 1.16720
C -2.46634 -1.75501 -0.04631
C 0.19926 0.48063 -3.97665
C 3.34798 0.23802 -2.12779
H -1.23946 3.38550 5.00776
C 0.57026 2.44905 4.22255
H 2.09394 -2.16554 -3.35402
N -1.18133 -1.64092 -0.30989
H 3.71534 1.24681 -2.34994
H 3.44458 -1.15898 0.89152
H 1.14746 -1.72682 -1.05879
N -1.27768 0.09462 2.75741
H -2.09664 1.29624 5.71663
C -2.11646 0.39579 3.78453
C 0.91970 0.78019 0.04820
H 2.79171 1.23038 1.00398
H -2.70886 0.77126 -5.61313
C 0.40666 -0.91386 -4.10176
C 2.41288 1.13270 -0.02209
H -1.06356 2.17292 -4.41133
C -1.63872 -1.06048 -5.31175
C -0.91627 1.10728 -4.51451
C 1.56789 -1.62585 -0.05953
N 3.23381 0.14468 -0.68118
H -0.06866 -0.52255 5.21357
H 0.48326 0.73257 -0.94951
H 0.97460 2.79037 3.26852
H -0.30311 0.35304 2.87107
H 0.20223 0.87073 6.29499
C -0.53429 -1.68678 -4.78063
C -0.07420 0.56596 5.27660
H 1.50277 -2.59435 0.43759
C 1.63261 -1.20134 -3.43999
H -3.75029 -1.06789 1.64735
O 0.86312 1.06992 4.34586
C 3.03324 -1.17581 -0.12617

Cartesian forces, eV/Å:
-0.1 -0.1 -0.2
0.3 0.1 -0.4
-0.2 -0.1 -0.1
0.0 -0.1 0.0
-0.5 -0.3 -0.3
-0.1 -0.2 0.0
0.0 0.0 0.0
0.0 0.0 0.1
0.0 0.2 0.0
0.2 -0.3 -0.1
-0.5 0.1 0.7
-0.1 0.0 -0.1
0.0 -0.1 0.0
0.0 -0.1 0.0
0.0 0.0 0.1
0.2 0.3 0.1
0.0 0.1 -0.1
0.0 0.0 -0.1
0.1 0.1 0.0
-0.1 0.0 0.0
0.0 0.2 0.3
0.2 0.2 0.2
-0.3 -0.4 -0.2
0.0 0.0 0.2
0.0 0.0 0.0
0.0 0.5 0.0
0.2 -0.2 0.1
0.1 -0.4 -0.7
0.0 -0.1 -0.1
0.0 -0.1 0.0
0.0 0.0 0.1
0.6 -0.1 -0.4
0.0 -0.1 -0.1
0.1 0.3 0.6
0.3 -0.1 0.2
0.0 0.1 0.0
-0.1 0.0 0.0
-0.2 0.4 0.0
-0.2 0.1 0.0
0.0 0.1 0.0
-0.1 -0.2 -0.1
-0.1 0.1 0.0
0.2 0.1 0.1
0.2 0.1 -0.1
0.0 0.1 0.0
-0.1 0.0 0.0
0.0 0.0 0.1
-0.1 0.0 0.1
0.0 0.0 -0.1
0.0 0.1 0.0
-0.3 -0.1 0.3
0.0 -0.1 0.0
0.3 0.2 0.0
-0.1 0.0 0.1
0.2 -0.2 -0.2
-0.2 -0.1 0.1

Per-atom natural (NBO) charges, elementary charge units: number 1, H, carries 0.208; number 2, C, carries -0.043; number 3, O, carries -0.589; number 4, H, carries 0.210; number 5, C, carries 0.311; number 6, C, carries -0.341; number 7, H, carries 0.224; number 8, H, carries 0.204; number 9, C, carries -0.214; number 10, C, carries 0.143; number 11, N, carries -0.179; number 12, H, carries 0.195; number 13, H, carries 0.408; number 14, H, carries 0.211; number 15, H, carries 0.195; number 16, N, carries -0.552; number 17, H, carries 0.218; number 18, H, carries 0.175; number 19, C, carries -0.433; number 20, H, carries 0.202; number 21, C, carries -0.362; number 22, C, carries -0.039; number 23, C, carries 0.199; number 24, C, carries -0.244; number 25, H, carries 0.225; number 26, C, carries -0.081; number 27, H, carries 0.223; number 28, N, carries -0.284; number 29, H, carries 0.200; number 30, H, carries 0.187; number 31, H, carries 0.250; number 32, N, carries -0.645; number 33, H, carries 0.245; number 34, C, carries 0.693; number 35, C, carries -0.429; number 36, H, carries 0.190; number 37, H, carries 0.211; number 38, C, carries -0.104; number 39, C, carries -0.218; number 40, H, carries 0.209; number 41, C, carries -0.238; number 42, C, carries -0.263; number 43, C, carries -0.430; number 44, N, carries -0.441; number 45, H, carries 0.207; number 46, H, carries 0.225; number 47, H, carries 0.195; number 48, H, carries 0.426; number 49, H, carries 0.179; number 50, C, carries -0.176; number 51, C, carries -0.076; number 52, H, carries 0.217; number 53, C, carries -0.297; number 54, H, carries 0.250; number 55, O, carries -0.537; number 56, C, carries -0.217

***

C22H27N5O3S in the gas phase at a distorted geometry, computed with ωB97M-V/def2-TZVPD.

Results
DFT total energy: -1752.3240 Ha
Largest force on an atom: 1.51 eV/A
Gap between HOMO and LUMO: 8.351 eV
Energy above the lowest of the compared OMol25 structures with the same formula, charge and spin: 0.1292 eV

Atoms and positions in Å:
C -1.17801 3.12081 0.26685
H 3.00108 2.66481 4.37174
C -0.09847 -4.11726 -3.53805
H 4.15400 -0.16772 -0.59594
C -3.44579 -2.40267 2.59883
H 0.13031 -4.83591 -2.75135
H -2.56339 -1.81628 4.48235
O -1.88845 -3.60204 -1.63380
N -0.21897 -2.78873 -2.95925
O 1.03753 3.10708 -0.55817
H 2.04450 1.20673 4.60613
H -2.08709 -0.78007 2.19570
C -0.41426 -0.32093 -1.94083
C 2.52348 0.87783 0.29662
H 5.50782 -0.16653 1.47667
H 0.42919 2.97325 4.64322
C -2.87179 -2.72650 3.97239
N 0.50391 -0.54406 -2.91285
H -3.76821 -3.32459 2.11175
N -2.03169 -0.72193 -0.49837
C 2.01759 1.47775 1.44602
C 3.77275 0.29153 0.30340
C -1.24125 -1.32390 -1.45936
H -1.44027 3.91341 0.96844
H -3.61488 -3.22848 4.58668
C 4.52831 0.28688 1.46455
C -1.19751 -2.65758 -1.96884
H 1.11804 0.71601 -4.46129
C 2.76215 1.45849 2.62566
H -1.36927 3.46155 -0.75049
H 0.69665 -4.09517 -4.27821
H 1.14979 1.41456 -2.81749
H -2.00637 -3.37859 3.87977
C 0.06263 2.06502 2.71578
N 0.72009 2.04587 1.42324
O 1.44241 -2.03266 -4.32405
C 1.34503 0.52504 -3.41189
H 4.59553 0.85051 3.52480
C 0.30428 2.75448 0.33876
H 2.39215 0.23286 -3.33374
C 2.23666 2.03349 3.91394
H -1.04360 -4.39959 -4.00182
H -0.91411 2.53705 2.64625
H -3.86562 -0.70066 0.45340
C -1.62873 0.56483 -0.45636
H 1.92684 0.87858 -0.59923
H -0.07402 1.03300 3.05853
C -2.41897 -1.70305 1.71365
C 0.95270 2.82494 3.69810
C 4.01646 0.86013 2.61217
H -1.55019 -2.35090 1.57818
C -3.00600 -1.36868 0.34101
H -4.32103 -1.75939 2.71220
H -3.31439 -2.28532 -0.16612
C 0.62809 -1.80518 -3.45621
H 1.18208 3.80533 3.27511
S -2.30896 1.73979 0.61941
N -0.66404 0.84732 -1.31265

Cartesian forces, eV/Å:
-0.2 -0.3 -0.3
0.0 -0.1 0.0
0.1 -0.3 -0.1
0.0 0.0 -0.1
0.3 0.1 0.0
0.0 0.0 -0.1
0.1 0.1 0.1
-0.1 -0.2 0.1
-0.1 -0.3 0.0
0.1 0.2 0.0
0.0 0.1 0.0
0.1 0.0 0.0
-1.0 -0.7 0.8
0.1 -0.1 0.0
0.1 0.0 0.0
0.0 0.0 0.0
-0.2 0.0 -0.2
0.1 -0.1 -0.1
-0.1 0.0 0.0
0.2 0.4 -0.3
0.4 -0.1 0.0
-0.1 0.0 0.0
0.6 0.4 -0.5
0.0 0.0 0.0
0.0 -0.1 0.1
0.1 0.0 0.1
0.0 0.4 0.1
0.0 0.0 0.0
-0.1 0.0 -0.1
0.2 0.0 0.2
-0.1 0.0 0.1
0.0 0.0 0.0
0.1 -0.1 0.0
0.0 0.3 0.4
0.1 -0.3 0.2
0.2 0.0 -0.2
0.2 0.1 -0.2
0.1 0.0 0.1
-0.1 0.6 -0.2
0.0 0.1 0.0
-0.1 0.1 0.0
0.1 0.0 0.0
0.1 -0.1 0.0
0.0 -0.1 -0.1
0.1 -0.2 -0.2
0.0 0.0 -0.1
-0.1 0.1 0.0
-0.4 -0.1 -0.1
0.0 -0.2 0.0
0.0 -0.1 -0.2
0.1 0.0 0.0
-0.2 -0.3 0.6
-0.1 0.0 0.0
-0.1 0.2 0.0
0.0 0.2 0.1
-0.1 0.0 0.0
-0.4 0.2 0.2
0.1 0.0 -0.3

Per-atom natural (NBO) charges, elementary charge units: number 1, C, carries -0.617; number 2, H, carries 0.223; number 3, C, carries -0.418; number 4, H, carries 0.214; number 5, C, carries -0.394; number 6, H, carries 0.213; number 7, H, carries 0.199; number 8, O, carries -0.625; number 9, N, carries -0.452; number 10, O, carries -0.593; number 11, H, carries 0.212; number 12, H, carries 0.200; number 13, C, carries 0.370; number 14, C, carries -0.140; number 15, H, carries 0.213; number 16, H, carries 0.214; number 17, C, carries -0.598; number 18, N, carries -0.409; number 19, H, carries 0.203; number 20, N, carries -0.316; number 21, C, carries 0.130; number 22, C, carries -0.226; number 23, C, carries -0.094; number 24, H, carries 0.247; number 25, H, carries 0.211; number 26, C, carries -0.214; number 27, C, carries 0.653; number 28, H, carries 0.214; number 29, C, carries -0.050; number 30, H, carries 0.269; number 31, H, carries 0.246; number 32, H, carries 0.245; number 33, H, carries 0.205; number 34, C, carries -0.203; number 35, N, carries -0.470; number 36, O, carries -0.632; number 37, C, carries -0.414; number 38, H, carries 0.207; number 39, C, carries 0.708; number 40, H, carries 0.218; number 41, C, carries -0.419; number 42, H, carries 0.212; number 43, H, carries 0.214; number 44, H, carries 0.205; number 45, C, carries 0.242; number 46, H, carries 0.217; number 47, H, carries 0.200; number 48, C, carries -0.401; number 49, C, carries -0.406; number 50, C, carries -0.190; number 51, H, carries 0.210; number 52, C, carries -0.219; number 53, H, carries 0.194; number 54, H, carries 0.250; number 55, C, carries 0.795; number 56, H, carries 0.206; number 57, S, carries 0.275; number 58, N, carries -0.536